65
Properties=species:S:1:pos:R:3:forces:R:3:mulliken_charge:R:1 method="wB97M-V/def2-TZVPD" spin_multiplicity=2 s2=0.76 e_lumo_ev="2.07 / 2.07" charge=-1 e_above_lowest_kcal_mol=23.4 orbital_gap_ev="3.680 / 3.518"
Cu 0.2425 0.5548 0.2186 0.309 0.656 0.608 -0.98
C 0.8960 -1.3329 -4.8853 0.068 0.011 0.086 -1.03
N 1.4144 -0.9766 -3.5779 0.093 -0.120 -0.118 0.14
C 2.7234 -1.5094 -3.2252 -0.027 0.073 -0.055 -1.11
C 0.6658 -0.3897 -2.6048 -0.219 -0.084 -0.150 0.98
O 1.1323 -0.1333 -1.5151 -0.012 -0.085 -0.098 -0.46
C -0.7682 -0.0054 -2.9996 0.126 0.024 -0.017 -0.97
O -1.5926 0.3382 -1.9268 0.104 0.104 0.114 -0.34
C -2.5081 -0.6118 -1.4639 -0.031 -0.113 -0.005 -0.93
C -1.9598 -1.5096 -0.3501 -0.199 0.136 -0.114 0.95
O -0.8130 -1.4099 0.0255 0.230 -0.361 -0.196 -0.33
N -2.8312 -2.4127 0.1812 -0.127 -0.039 0.163 0.00
C -4.2648 -2.3176 -0.0286 0.082 -0.050 -0.005 -1.02
C -2.4244 -3.1216 1.3909 -0.056 0.037 -0.053 -1.10
H 1.7379 -1.4526 -5.5659 0.012 0.006 0.002 0.32
H 0.3369 -2.2745 -4.8760 -0.010 -0.024 0.013 0.31
H 0.2602 -0.5509 -5.2953 -0.018 0.024 0.018 0.37
H 3.4759 -1.1565 -3.9329 -0.011 0.003 -0.019 0.33
H 2.9890 -1.1752 -2.2270 -0.032 -0.010 0.014 0.35
H 2.7047 -2.6019 -3.2453 0.017 -0.025 0.013 0.34
H -0.6697 0.8949 -3.6147 -0.048 -0.003 -0.085 0.36
H -1.2273 -0.7825 -3.6173 -0.012 -0.079 0.022 0.48
H -3.3589 -0.0516 -1.0738 -0.009 0.047 0.020 0.40
H -2.8719 -1.2431 -2.2850 -0.026 0.002 -0.047 0.42
H -4.5080 -2.0984 -1.0657 0.017 0.014 -0.013 0.36
H -4.7167 -3.2788 0.2143 0.010 -0.018 0.011 0.34
H -4.7223 -1.5558 0.6113 -0.013 0.008 0.012 0.31
H -1.3547 -3.0087 1.5341 0.001 0.011 -0.030 0.32
H -2.9258 -2.7017 2.2656 0.007 -0.012 0.018 0.37
H -2.6810 -4.1783 1.2993 -0.011 -0.013 0.009 0.33
C 0.3051 1.7396 1.6746 -0.212 0.037 -0.217 -0.61
Ge 1.4848 0.8624 2.8525 -0.289 -0.249 0.240 1.83
C 3.0292 -0.3206 2.3126 0.102 -0.055 -0.211 -0.28
C 2.9563 -1.7176 2.3237 0.074 0.012 -0.028 -0.08
C 3.9343 -2.5118 1.7297 -0.035 0.082 0.033 -0.62
C 5.0244 -1.9254 1.0984 -0.031 0.029 0.018 -0.42
C 5.1211 -0.5379 1.0682 -0.068 0.001 0.040 -0.69
C 4.1354 0.2430 1.6617 0.010 -0.078 0.043 -0.21
C 2.3377 2.0369 4.2357 0.149 0.119 0.044 -0.06
C 1.5382 3.0369 4.7998 0.082 0.020 -0.006 -0.63
C 2.0382 3.9143 5.7539 0.005 -0.036 -0.028 -0.51
C 3.3655 3.8232 6.1620 -0.022 -0.024 -0.033 -0.33
C 4.1801 2.8443 5.6105 -0.069 -0.041 -0.052 -0.59
C 3.6658 1.9623 4.6604 -0.069 -0.003 0.113 -0.03
C 0.3835 -0.3723 4.0193 0.031 -0.076 0.027 -0.67
C -1.0001 -0.4111 3.8128 0.111 -0.022 0.040 -0.42
C -1.8215 -1.2345 4.5765 0.012 0.022 -0.014 -0.59
C -1.2795 -2.0545 5.5625 0.041 0.053 -0.051 -0.44
C 0.0914 -2.0297 5.7860 -0.014 0.075 -0.075 -0.63
C 0.9029 -1.1906 5.0243 0.007 0.020 0.029 0.19
H 2.1059 -2.2007 2.7945 0.002 0.008 -0.009 0.27
H 3.8434 -3.5930 1.7587 -0.004 0.004 0.000 0.38
H 5.7882 -2.5404 0.6354 0.001 0.003 0.003 0.35
H 5.9636 -0.0643 0.5743 -0.006 0.001 0.005 0.36
H 4.2205 1.3247 1.6026 -0.013 -0.007 0.004 0.40
H 0.5111 3.1305 4.4583 0.023 -0.001 -0.014 0.36
H 1.3947 4.6791 6.1762 0.004 -0.003 0.002 0.35
H 3.7603 4.5120 6.9009 -0.003 -0.003 0.000 0.33
H 5.2173 2.7647 5.9198 -0.001 -0.003 -0.004 0.36
H 4.3155 1.1944 4.2517 -0.006 0.015 -0.013 0.23
H -1.4059 0.2363 3.0372 -0.012 -0.034 0.019 0.30
H -2.8958 -1.2329 4.4111 0.011 0.002 0.004 0.47
H -1.9191 -2.6977 6.1572 -0.008 0.006 -0.005 0.36
H 0.5267 -2.6553 6.5582 0.005 0.001 -0.005 0.38
H 1.9719 -1.1748 5.2239 -0.023 0.003 -0.016 0.37

66
Properties=species:S:1:pos:R:3:forces:R:3:mulliken_charge:R:1 method="wB97M-V/def2-TZVPD" e_lumo_ev=-6.82 charge=+2 e_above_lowest_kcal_mol=0.0 orbital_gap_ev=6.574
Zr -0.0673 -0.1164 -0.1455 -0.227 0.143 0.015 0.58
C 2.5315 1.3638 -1.3578 0.000 -0.006 -0.040 -1.29
N 1.5868 1.5094 -0.2257 0.029 -0.005 0.013 0.77
C 2.3615 1.6642 1.0348 0.018 0.010 0.053 -1.11
C 0.6621 2.6431 -0.3748 -0.029 0.001 0.022 0.64
C 0.9375 3.7302 -1.1883 0.075 -0.046 -0.036 -0.39
C 0.0066 4.7458 -1.3276 -0.051 -0.001 0.026 -0.95
C -1.2118 4.6530 -0.6692 0.036 0.004 -0.019 -1.03
C -1.4978 3.5665 0.1399 -0.066 -0.027 0.010 -1.14
C -0.5548 2.5542 0.3265 0.081 0.064 -0.049 0.31
N -0.7499 1.3668 1.0650 -0.060 -0.180 0.093 1.00
C -1.7649 1.1597 2.0223 0.051 0.051 -0.010 -0.12
C -2.3909 2.1517 2.7697 -0.004 0.047 -0.002 -0.72
C -3.4184 1.8182 3.6403 -0.011 -0.042 -0.002 -0.83
C -3.8230 0.4996 3.7871 0.016 0.048 -0.006 -0.99
C -3.1551 -0.5030 3.0987 -0.007 -0.056 0.000 -0.40
C -2.1294 -0.1716 2.2322 -0.022 0.028 0.018 0.35
N -1.2553 -1.1811 1.6167 0.001 -0.013 0.005 1.20
C -0.2199 -1.5086 2.6413 0.028 0.000 0.007 -1.30
C -1.9556 -2.4331 1.2528 -0.023 -0.028 0.004 -1.35
H 3.2690 2.1678 -1.3575 0.007 -0.005 0.005 0.46
H 3.0633 0.4181 -1.2534 0.002 0.001 0.020 0.20
H 1.9885 1.3721 -2.2997 -0.001 0.006 0.004 0.43
H 2.9815 2.5604 0.9766 -0.006 0.002 -0.014 0.37
H 1.6802 1.7604 1.8778 -0.009 -0.006 -0.007 0.31
H 3.0134 0.8021 1.1731 0.003 0.006 -0.027 0.36
H 1.8769 3.7947 -1.7192 -0.007 0.009 -0.004 0.41
H 0.2271 5.5982 -1.9541 0.009 -0.002 -0.003 0.45
H -1.9525 5.4318 -0.7895 0.000 0.001 -0.002 0.45
H -2.4630 3.5039 0.6205 0.009 -0.011 0.006 0.70
H -2.0745 3.1813 2.6849 0.006 -0.005 -0.002 0.75
H -3.9047 2.5986 4.2094 0.002 0.003 -0.001 0.44
H -4.6339 0.2470 4.4553 0.001 -0.005 0.001 0.48
H -3.4390 -1.5352 3.2559 0.003 0.002 -0.002 0.41
H -0.7053 -1.7593 3.5851 0.004 -0.010 0.000 0.46
H 0.3703 -2.3608 2.3123 0.005 0.006 -0.004 0.61
H 0.4227 -0.6408 2.8147 -0.011 0.009 -0.005 0.21
H -2.2832 -2.9783 2.1392 0.002 0.009 0.005 0.53
H -2.8157 -2.2004 0.6346 0.000 0.003 0.001 0.39
H -1.2712 -3.0800 0.7013 0.007 0.012 -0.002 0.23
N 4.4918 -3.3343 1.3832 -0.010 0.017 0.015 -0.39
C 3.4518 -3.0644 0.5867 0.039 -0.044 -0.039 0.22
C 2.5607 -1.9994 0.8422 -0.023 0.021 0.016 -0.85
N 1.5430 -1.7613 0.0209 0.117 -0.035 0.038 0.60
C 1.3778 -2.5495 -1.0536 -0.035 -0.005 -0.044 -0.36
C 2.2590 -3.5981 -1.2853 0.007 0.003 0.006 -0.49
N 3.2749 -3.8504 -0.4862 -0.010 0.017 0.012 -0.54
H 4.6922 -2.8047 2.2124 0.003 -0.002 0.000 0.20
H 5.0897 -4.1108 1.1490 -0.002 -0.002 -0.002 0.27
H 2.6736 -1.3690 1.7141 -0.013 0.006 0.000 0.41
H 0.5500 -2.3453 -1.7246 0.000 0.001 0.000 0.21
H 2.1317 -4.2456 -2.1444 -0.003 0.001 -0.001 0.41
F -5.4577 -2.1663 -0.9983 -0.004 -0.006 0.001 -0.34
C -4.2885 -1.6060 -1.2876 0.014 0.014 0.006 0.17
C -4.0287 -0.3253 -0.8422 -0.011 -0.005 0.002 -0.41
C -2.8085 0.2534 -1.1684 0.016 0.005 0.010 0.26
C -1.8504 -0.4335 -1.9377 0.044 -0.004 -0.012 -0.37
C -0.5615 0.2252 -2.2711 0.028 -0.001 -0.068 -0.48
C -2.1424 -1.7613 -2.3144 0.005 -0.001 -0.001 -0.54
C -3.3589 -2.3394 -2.0156 -0.007 -0.010 -0.003 -0.78
H -4.7811 0.2136 -0.2821 0.001 0.002 -0.001 0.53
H -2.6351 1.2935 -0.9111 -0.017 0.001 0.001 0.33
H -0.6764 1.2792 -2.5250 0.000 0.002 0.000 0.51
H 0.0017 -0.2950 -3.0458 0.001 0.005 -0.004 0.48
H -1.4386 -2.3057 -2.9341 -0.001 0.001 -0.001 0.58
H -3.6139 -3.3360 -2.3507 0.002 0.000 -0.001 0.49

64
Properties=species:S:1:pos:R:3:forces:R:3:mulliken_charge:R:1 method="wB97M-V/def2-TZVPD" e_lumo_ev=-0.94 charge=0 smiles="COCC1=CC(=O)c2c(cc(COc3cc(C)ccc3C(C)C)c(CCCCO)c2I)C1=O" e_above_lowest_kcal_mol=75.7 orbital_gap_ev=7.452
C 4.4710 -4.4757 1.1676 -0.314 0.273 0.188 -0.73
O 3.3360 -3.9386 0.4506 0.284 -1.318 0.510 -0.25
C 2.5443 -5.0508 -0.0282 -0.272 1.014 -1.407 -0.93
C 1.1367 -4.4718 -0.3355 -0.124 0.268 -0.038 0.64
C -0.0240 -4.8503 0.2508 0.296 0.520 -0.331 -0.70
C -1.4044 -4.2122 -0.1359 1.283 -0.145 0.079 -0.06
O -2.3998 -4.8851 -0.0232 0.267 0.620 -0.029 -0.52
C -1.3453 -2.7636 -0.6753 0.363 1.751 -0.832 0.88
C -0.0877 -2.3436 -1.3205 -1.005 0.676 0.421 0.38
C 0.0881 -1.0196 -1.8673 -2.039 -0.410 0.687 -0.81
C -1.0255 -0.0500 -1.8124 -0.291 -1.871 0.863 0.43
C -0.7374 1.3424 -2.4642 -0.225 -1.271 -0.865 -1.09
O 0.6141 1.7067 -2.1556 -0.986 0.729 1.065 -0.32
C 0.7796 2.1746 -0.8574 1.540 0.837 2.713 0.41
C -0.2695 2.6232 0.0441 0.647 0.056 0.267 -0.13
C -0.0199 3.1446 1.3865 1.165 -0.265 -0.519 0.37
C -1.2072 3.6144 2.2944 0.359 0.066 -0.042 -0.84
C 1.3451 3.2341 1.8800 -0.429 -1.063 -2.381 -1.14
C 2.4180 2.7439 0.9997 -2.159 0.266 -0.122 -0.17
C 2.1650 2.2190 -0.3476 -0.519 0.800 1.222 0.58
C 3.3926 1.7284 -1.1848 0.019 0.050 0.487 0.37
C 3.7870 0.2635 -0.6934 -0.232 0.960 0.112 -1.15
C 4.6537 2.6778 -1.0126 -0.052 -0.642 -1.003 -1.39
C -2.3213 -0.4281 -1.2001 2.035 -0.941 -0.351 0.66
C -3.4904 0.6047 -1.2012 0.380 -0.694 0.001 -1.69
C -3.7008 1.3743 0.1675 -1.241 0.935 -0.759 -0.35
C -5.2099 1.2562 0.6873 0.620 0.396 1.090 -0.51
C -5.1948 1.3432 2.2846 -0.219 -0.869 -1.285 -0.55
O -5.2545 2.7065 2.7427 0.495 -0.722 -0.405 -0.56
C -2.4284 -1.7950 -0.6337 0.876 0.603 -0.691 -0.39
I -4.3233 -2.3169 0.2925 1.150 0.179 -0.474 0.04
C 1.0826 -3.3532 -1.4240 -0.819 0.146 0.406 0.27
O 1.8662 -3.2607 -2.3397 -0.059 -0.283 0.709 -0.56
H 5.0997 -5.1395 0.5074 -0.547 0.630 0.615 0.29
H 4.0458 -5.0675 2.0268 0.784 0.423 -0.607 0.31
H 5.0771 -3.6096 1.5505 -0.626 -0.920 -0.439 0.21
H 3.0033 -5.3400 -1.0212 -0.502 -0.148 0.985 0.28
H 2.5456 -5.9202 0.6764 -0.226 0.767 -0.451 0.44
H -0.0180 -5.6733 1.0111 -0.318 0.828 -0.844 0.34
H 1.0610 -0.7466 -2.3470 -1.092 -0.294 0.539 0.53
H -1.4985 2.1293 -2.2503 0.840 -0.568 0.115 0.45
H -0.7631 1.1829 -3.5817 0.163 0.262 1.098 0.31
H -1.3399 2.5830 -0.2765 1.179 0.027 0.328 -0.07
H -1.0809 3.2353 3.3463 -0.098 0.226 -1.061 0.35
H -2.2002 3.2612 1.9099 0.965 0.260 0.251 -0.18
H -1.2494 4.7378 2.3797 0.091 -1.076 -0.252 0.37
H 1.5617 3.6607 2.8918 -0.182 -0.546 -1.104 0.32
H 3.4489 2.8066 1.4259 -0.997 -0.194 -0.732 0.13
H 3.0695 1.7322 -2.2633 0.475 -0.159 1.016 0.31
H 2.8487 -0.3409 -0.6278 0.973 0.172 -0.107 0.26
H 4.5701 -0.2057 -1.3463 -0.873 0.353 0.516 0.36
H 4.2152 0.3803 0.3449 -0.471 -0.283 -0.989 0.30
H 5.5098 2.1965 -1.5715 -0.812 0.485 0.554 0.39
H 4.9851 2.7673 0.0507 -0.412 0.101 -0.919 0.29
H 4.4781 3.6728 -1.5056 0.131 -0.815 0.796 0.35
H -3.3017 1.3264 -2.0359 -0.252 -0.655 0.773 0.34
H -4.4345 0.0540 -1.4654 0.878 0.521 0.261 0.69
H -2.9553 1.1281 0.9633 -0.631 -0.204 -0.739 0.53
H -3.5676 2.4750 -0.0554 0.140 -1.052 0.270 0.38
H -5.7058 0.3229 0.3253 0.562 0.690 0.435 0.35
H -5.8407 2.1212 0.3504 0.647 -0.733 0.074 0.25
H -4.2585 0.8224 2.6175 -0.759 0.478 0.042 0.32
H -6.0667 0.7521 2.6716 0.689 0.973 -0.034 0.31
H -4.4748 3.1527 2.3626 -0.510 -0.198 0.324 0.30